{"formula": "C18H19ClN4OS", "method": "ωB97M-V/def2-TZVPD", "species": ["C", "C", "C", "C", "C", "C", "C", "N", "C", "C", "N", "C", "C", "C", "C", "O", "N", "C", "N", "S", "C", "C", "H", "H", "H", "H", "H", "C", "C", "H", "H", "H", "H", "H", "H", "H", "H", "H", "Cl", "H", "H", "H", "H", "H"], "positions_angstrom": [[-3.1985, -2.0031, 1.7043], [-3.8825, -0.7801, 1.1701], [-5.1574, -0.4635, 1.6120], [-5.8680, 0.6086, 1.1012], [-5.2791, 1.3750, 0.1129], [-4.0030, 1.0991, -0.3395], [-3.2822, 0.0291, 0.1908], [-2.0012, -0.2956, -0.2769], [-1.6371, 0.1185, -1.6170], [-0.4469, -0.7413, -2.0670], [0.7046, -0.6313, -1.1942], [1.4630, 0.5947, -1.3391], [2.8576, 0.4427, -0.7991], [3.5117, -0.7560, -0.7908], [4.8422, -0.8881, -0.2886], [5.5349, -1.8788, -0.2129], [5.3639, 0.3631, 0.1695], [4.6235, 1.5039, 0.1129], [3.4150, 1.5893, -0.3383], [5.5232, 2.8540, 0.7411], [6.8764, 1.8019, 1.0548], [6.6216, 0.5369, 0.6966], [7.2629, -0.3222, 0.7714], [7.7718, 2.1988, 1.4856], [3.0257, -1.6409, -1.1648], [1.0140, 1.4741, -0.8533], [1.5455, 0.8207, -2.4075], [0.3098, -0.9169, 0.1740], [-0.8923, -0.0856, 0.6385], [-1.1818, -0.3810, 1.6449], [-0.6158, 0.9825, 0.6694], [1.1621, -0.7416, 0.8324], [0.0466, -1.9777, 0.2204], [-0.1529, -0.4733, -3.0835], [-0.7563, -1.7908, -2.0604], [-2.4834, -0.0541, -2.2839], [-1.3566, 1.1842, -1.6655], [-3.5690, 1.7282, -1.0998], [-6.1446, 2.7137, -0.5670], [-6.8616, 0.8345, 1.4526], [-5.6181, -1.0857, 2.3656], [-2.4893, -2.3857, 0.9751], [-3.9347, -2.7734, 1.9236], [-2.6636, -1.7864, 2.6296]], "forces_ev_per_a": [[-0.0305, 0.0520, 0.0195], [0.0717, -0.0056, 0.0066], [0.0369, 0.1199, -0.0606], [-0.0054, 0.0877, -0.0630], [0.0182, -0.1604, 0.1404], [0.1162, -0.0124, 0.0164], [-0.4578, 0.0679, 0.1273], [0.1371, -0.0944, -0.1897], [0.1807, -0.2705, -0.1949], [-0.2027, 0.1385, -0.1215], [0.0799, 0.0409, -0.1640], [-0.1429, -0.0840, 0.0207], [0.4149, -0.2414, 0.1141], [-0.1975, 0.0331, -0.0771], [-0.0273, 0.1009, -0.0064], [0.1692, -0.1606, 0.0318], [-0.5031, 0.0909, -0.1772], [-0.1416, 0.1390, -0.0467], [-0.1698, 0.5412, 0.0201], [0.0405, -0.2569, -0.0363], [-0.3150, -0.0808, -0.1383], [0.7021, 0.1755, 0.3189], [0.0530, -0.0821, 0.0045], [0.2359, -0.0246, 0.0859], [-0.0324, -0.0974, -0.0094], [0.0741, -0.0465, -0.0738], [-0.0395, 0.0563, 0.0438], [-0.1160, 0.0914, 0.2491], [0.3024, -0.1168, 0.0425], [0.0191, 0.0163, 0.0177], [-0.0665, -0.0318, 0.0638], [-0.0112, -0.0618, 0.0353], [-0.0124, 0.0149, 0.1173], [0.0005, -0.0177, -0.0112], [-0.0838, 0.0463, -0.0739], [0.0292, 0.0669, -0.0092], [-0.0900, 0.0103, -0.0113], [0.0460, 0.0631, -0.0780], [-0.0933, 0.1435, -0.0741], [-0.1019, 0.0391, 0.0038], [-0.0512, -0.0864, 0.0655], [0.0789, -0.0843, -0.0129], [-0.0075, -0.0672, 0.0339], [0.0929, -0.0519, 0.0508]], "lowdin_charge": [-0.04, -0.21, -0.04, -0.11, -0.67, -0.05, -0.19, -0.11, -0.16, -0.16, -0.17, -0.14, -0.26, 0.06, -0.41, 0.07, 0.02, -0.58, 0.10, 1.07, -0.36, -0.13, 0.13, 0.07, 0.12, 0.12, 0.14, -0.15, -0.14, 0.11, 0.13, 0.12, 0.12, 0.12, 0.13, 0.13, 0.12, 0.10, 0.66, 0.10, 0.11, 0.07, 0.08, 0.08], "lumo_ev": 0.372, "de_lowest_ev": 0.000, "mol_weight_g_mol": 374.897, "smiles": "Cc1ccc(Cl)cc1N1CCN(Cc2cc(=O)n3ccsc3n2)CC1", "total_charge": 0, "orbital_gap_ha": 0.3128}

=====

{"formula": "C18H19MnN6PS2", "method": "ωB97M-V/def2-TZVPD", "species": ["Mn", "C", "N", "C", "C", "N", "C", "P", "C", "N", "C", "C", "N", "C", "C", "N", "C", "C", "N", "C", "H", "H", "H", "H", "H", "H", "H", "H", "H", "H", "H", "H", "H", "H", "H", "S", "C", "C", "C", "C", "C", "C", "S", "H", "H", "H", "H"], "positions_angstrom": [[-0.2181, 0.8340, -0.5378], [-1.7773, -4.1829, 0.9006], [-1.6107, -3.0240, 0.0385], [-2.2304, -2.8031, -1.1987], [-1.9298, -1.5312, -1.5201], [-1.0178, -0.9987, -0.6491], [-0.7272, -1.9677, 0.2445], [0.5532, -1.8729, 1.5063], [0.1095, -0.3200, 2.3983], [-0.3387, 0.8189, 1.7418], [-0.8276, 1.6466, 2.7191], [-0.7478, 1.0150, 3.9712], [-0.2486, -0.2500, 3.7374], [0.2874, -1.1665, 4.7517], [1.8149, -1.3216, 0.2853], [1.7876, -0.0253, -0.2100], [2.9454, 0.1083, -0.8818], [3.7592, -0.9925, -0.8062], [3.0258, -1.8878, 0.0051], [3.6117, -3.1087, 0.6275], [-2.5336, -3.9782, 1.6345], [-0.7918, -4.4443, 1.3498], [-2.2349, -5.0322, 0.3206], [-3.0447, -3.4092, -1.6601], [-2.2812, -0.9274, -2.3202], [-1.2634, 2.5545, 2.4088], [-0.8252, 1.3949, 5.0138], [1.2504, -1.5509, 4.3864], [-0.3813, -2.0440, 4.8770], [0.2890, -0.6701, 5.6992], [3.0951, 1.0580, -1.4066], [4.7847, -1.2209, -1.0031], [4.7191, -3.1048, 0.4384], [3.1064, -4.0085, 0.2946], [3.3081, -2.9753, 1.6654], [0.4035, 1.5766, -2.7323], [-0.3986, 3.0492, -3.0001], [0.0405, 3.9213, -4.0177], [-0.7516, 4.9981, -4.3989], [-1.9320, 5.2928, -3.6880], [-2.2714, 4.5549, -2.5342], [-1.5592, 3.3436, -2.2099], [-1.9432, 2.3572, -0.8466], [0.9972, 3.5933, -4.4453], [-0.4025, 5.7041, -5.1296], [-2.5047, 6.1839, -3.8764], [-3.0954, 4.8133, -1.9432]], "forces_ev_per_a": [[0.5404, 1.8360, -0.5090], [0.1445, -0.9878, -0.8706], [1.2953, 0.0302, -1.1184], [-1.4730, -0.3918, 1.2253], [0.7817, 0.9249, -0.0319], [0.0457, -2.9272, 0.4452], [-2.8462, 0.1835, -0.8063], [0.5676, -0.1595, 0.1069], [-1.9660, 1.6464, -1.0855], [0.9149, -1.8772, 2.3963], [0.4585, -1.9884, 0.5068], [0.2513, 0.2891, -0.3967], [1.4290, 0.6235, -0.9446], [-0.9137, -1.0475, -0.8802], [0.9879, 2.4688, 0.4710], [0.2720, -3.3556, 0.5883], [0.6505, 1.5249, -0.9976], [-1.7638, -0.7637, 1.8923], [0.4562, 0.2000, -0.7000], [-0.4434, 1.2381, -0.1232], [-0.0623, 0.3059, 0.7363], [-0.9442, -0.0223, -0.2418], [0.9515, 0.7470, 0.3288], [1.1082, 0.2485, 0.8040], [-0.1997, 0.2611, -0.5289], [-0.2738, 1.0071, 0.0505], [-0.3040, -0.3993, -1.1605], [-0.1932, 0.3686, 0.6119], [0.2706, 0.4757, -0.2188], [0.5279, 0.3334, 0.4537], [0.1596, -0.5730, 0.1203], [0.1505, 0.1222, -0.4860], [-1.2729, -0.1489, 0.3925], [0.2421, -0.1227, -0.4324], [0.7979, -0.4078, 0.2960], [1.6901, -1.3565, -0.2596], [-1.6123, 1.0508, 0.2491], [-0.4744, -0.7620, 0.4406], [-0.0911, 0.1190, 0.7579], [0.6500, -0.6771, 1.3311], [1.8658, -1.8557, -1.5411], [0.7313, 2.0571, -1.4159], [-1.4554, 0.4310, 0.8900], [-0.4828, 0.6654, -0.2911], [0.0302, 0.0379, -0.4480], [-0.0708, 0.1958, -0.3473], [-1.1282, 0.4323, 0.7405]], "lowdin_spin": [4.53, 0.00, 0.01, 0.00, 0.01, 0.04, 0.03, 0.01, 0.01, 0.04, 0.01, 0.00, 0.01, 0.00, 0.02, 0.04, 0.01, 0.00, 0.01, 0.00, 0.00, 0.00, 0.00, 0.00, 0.00, 0.00, 0.00, 0.00, 0.00, 0.00, 0.00, 0.00, 0.00, 0.00, 0.00, 0.08, 0.02, 0.01, 0.00, 0.00, 0.01, 0.02, 0.09, 0.00, 0.00, 0.00, 0.00], "lumo_ev": [-0.334, -0.386], "mol_weight_g_mol": 469.438, "multiplicity": 6, "total_charge": 0, "orbital_gap_ha": [0.1829, 0.1919]}

=====

{"formula": "C18H19N3", "method": "ωB97M-V/def2-TZVPD", "species": ["C", "C", "C", "H", "H", "C", "N", "C", "C", "C", "C", "C", "C", "N", "C", "C", "C", "C", "C", "C", "C", "N", "H", "H", "H", "H", "H", "H", "H", "H", "H", "C", "H", "H", "H", "H", "H", "H", "H", "H"], "positions_angstrom": [[0.5841, 3.3157, -2.3589], [0.9735, 1.9450, -2.2704], [0.8305, 1.2335, -0.8094], [1.6885, 0.5496, -0.8185], [0.8109, 2.0689, -0.3465], [-0.3359, 0.3729, -0.8076], [-0.1664, -0.0535, 0.5367], [-0.6144, 0.6086, 1.8022], [-0.8402, 1.9228, 2.0509], [-0.8444, 2.4411, 3.3909], [-0.6220, 1.3070, 4.5622], [-0.4522, -0.0006, 4.1967], [-0.3963, -0.1388, 2.7448], [0.0414, -1.5347, 2.4635], [-0.1441, -1.3785, 1.0457], [0.4087, -2.3997, 0.0554], [0.7797, -3.5076, 0.3691], [1.0894, -4.5649, -0.5723], [0.7287, -4.2580, -1.7153], [0.4779, -3.0424, -2.1868], [0.0030, -2.0919, -1.2867], [-0.2704, -0.9570, -1.5518], [-0.4214, -0.6865, -2.4627], [0.3903, -2.8143, -3.2407], [0.7826, -5.1305, -2.5283], [1.3332, -5.5194, -0.1784], [0.8641, -3.7370, 1.3760], [-0.2518, -0.6371, 5.1458], [-0.5934, 1.8149, 5.4017], [-0.9646, 3.4796, 3.6314], [-0.9383, 2.6509, 1.3801], [-1.8158, 1.0983, -1.0319], [-1.6952, 2.0745, -0.4125], [-1.8336, 1.3543, -2.1555], [-2.5278, 0.5464, -0.6950], [2.0815, 1.7206, -2.4729], [0.2901, 1.2296, -3.1062], [1.3245, 3.8936, -1.6410], [-0.5289, 3.2961, -2.1421], [0.7744, 3.5281, -3.3618]], "forces_ev_per_a": [[-0.2264, 1.3697, 2.3580], [1.0348, -6.7247, -1.0626], [1.8705, -3.2628, -9.3899], [-0.0121, 0.6646, 1.0436], [-0.1355, 4.7597, 4.8725], [-3.4990, -2.1360, 2.1298], [-3.8373, -2.7699, 6.7248], [0.3165, 4.8939, -8.9485], [-0.1704, 2.6345, 5.7505], [0.6922, -5.8641, -0.0903], [-0.9155, 1.9026, -7.6255], [-0.0180, 3.3323, 1.3865], [2.7656, -12.1243, 11.1762], [-2.8736, 3.7058, -6.7476], [4.9511, -1.6109, 1.8292], [-6.8493, 10.6140, -1.5850], [4.6143, -10.8024, 2.2027], [0.4679, -0.0598, 9.2253], [0.2377, -4.7769, -10.2211], [-2.9288, 3.6082, -1.5185], [6.4263, -9.4368, 2.9727], [-3.6140, 13.5288, -2.2850], [-0.3414, -0.0053, -2.6958], [-0.0879, -0.2595, -0.1955], [0.0202, 1.8803, 1.4302], [0.2091, -0.6926, -0.0408], [0.3716, -0.3872, 1.9739], [-0.2529, 0.0414, -2.7513], [0.1279, 1.3558, 4.7099], [-0.0972, 0.1761, 0.0213], [-0.4177, 2.5331, -3.1262], [8.0146, 4.6364, -2.5704], [-0.6215, -1.6148, -1.3185], [-0.4807, -0.3606, 1.7910], [-4.5380, -3.5966, 1.8828], [-1.5950, 0.7367, -0.4980], [2.1067, 2.0045, 2.0857], [-2.0724, -0.4733, -1.3505], [1.3310, 1.1205, 0.0229], [0.0265, 1.4594, -1.5684]], "lowdin_charge": [-0.15, -0.29, -0.11, 0.15, 0.05, -0.38, 0.09, -0.22, -0.04, 0.04, -0.02, -0.02, -0.28, 0.19, -0.09, -0.13, -0.06, -0.09, -0.22, -0.03, -0.28, 0.16, 0.11, 0.11, 0.16, 0.10, 0.11, 0.15, 0.02, 0.07, 0.04, 0.07, 0.10, 0.10, 0.00, 0.12, 0.16, 0.14, 0.09, 0.05], "lumo_ev": 0.618, "de_lowest_ev": 11.041, "mol_weight_g_mol": 277.371, "smiles": "CCC[C@@]1(C)Nc2ccccc2-c2nc3ccccc3n21", "total_charge": 0, "orbital_gap_ha": 0.2968}

=====

{"formula": "C18H19N3O2S", "method": "ωB97M-V/def2-TZVPD", "species": ["C", "H", "O", "C", "C", "C", "C", "N", "C", "C", "C", "N", "S", "C", "H", "H", "C", "O", "N", "C", "C", "C", "C", "C", "C", "C", "H", "H", "H", "H", "H", "H", "H", "H", "C", "H", "H", "H", "H", "H", "H", "H", "H"], "positions_angstrom": [[-4.0077, -2.4172, 1.8293], [-2.9784, -2.0404, 1.8208], [-4.6090, -2.3217, 0.5595], [-4.7186, -0.9997, 0.0945], [-3.3995, -0.4058, -0.3335], [-2.4223, -1.2044, -0.9106], [-1.2204, -0.6368, -1.3160], [-0.9712, 0.6594, -1.1646], [-1.8759, 1.4309, -0.5941], [-3.1295, 0.9550, -0.1642], [-4.0621, 1.8295, 0.4268], [-4.8248, 2.5382, 0.9091], [-1.4628, 3.1115, -0.3586], [0.2843, 3.0323, -0.8407], [0.7012, 4.0057, -0.5789], [0.3442, 2.8786, -1.9171], [1.0070, 1.9370, -0.0566], [0.6660, 1.5816, 1.0451], [2.1049, 1.4817, -0.7182], [2.9826, 0.4675, -0.2726], [3.2842, -0.5613, -1.1603], [4.1273, -1.5902, -0.7902], [4.6824, -1.5928, 0.4781], [4.4179, -0.5481, 1.3433], [3.5843, 0.5072, 0.9883], [3.3917, 1.6550, 1.9250], [4.1395, 1.6328, 2.7135], [2.4010, 1.6134, 2.3768], [3.4659, 2.6010, 1.3896], [4.8803, -0.5361, 2.3195], [5.3350, -2.3965, 0.7840], [4.3465, -2.3852, -1.4869], [2.8496, -0.5477, -2.1501], [2.1491, 1.6672, -1.7100], [-0.1346, -1.4535, -1.9354], [0.2725, -0.9361, -2.8012], [0.6717, -1.5872, -1.2141], [-0.5059, -2.4292, -2.2349], [-2.6073, -2.2596, -1.0356], [-5.3823, -1.0493, -0.7768], [-5.1914, -0.3558, 0.8513], [-4.0046, -3.4737, 2.0886], [-4.5810, -1.8577, 2.5781]], "forces_ev_per_a": [[0.0883, 0.0093, 0.1709], [-0.0249, -0.0307, 0.0202], [-0.0565, -0.0058, -0.2782], [-0.2637, -0.0150, 0.0099], [0.1430, 0.1274, 0.0418], [-0.0168, 0.1370, 0.0345], [-0.3520, -0.2456, 0.0137], [-0.0159, 0.0656, -0.1507], [-0.1248, 0.0078, -0.0436], [0.7979, -0.7396, -0.5127], [-0.3678, 0.3179, 0.2600], [-0.2376, 0.2215, 0.1329], [0.2124, 0.3685, 0.0000], [-0.6854, -0.1331, 0.2161], [0.0062, -0.0046, -0.0261], [0.1508, 0.0008, 0.0501], [-0.0405, 0.3430, -0.1593], [0.0474, -0.0718, 0.1149], [0.4490, 0.0262, -0.2974], [0.1230, -0.2690, 0.1335], [-0.0305, 0.0678, 0.0442], [0.0508, -0.0205, -0.0331], [0.0379, -0.0702, -0.0034], [-0.0406, -0.0404, -0.0667], [-0.0493, 0.0376, -0.0354], [-0.1238, -0.0212, 0.1539], [0.0995, 0.0375, 0.0040], [0.0720, 0.0692, 0.0268], [-0.0003, 0.1029, 0.0128], [0.0413, 0.0288, 0.0974], [0.0616, -0.0675, 0.0302], [0.0195, -0.0625, -0.0626], [-0.0940, -0.0161, -0.0774], [-0.1092, 0.0741, 0.1555], [-0.0531, -0.0601, 0.0496], [0.0340, 0.0205, -0.0586], [0.0678, -0.0259, 0.0140], [0.0355, -0.0916, -0.0383], [-0.0035, -0.1042, -0.0083], [0.0575, 0.1134, 0.1279], [0.0350, -0.0945, -0.1181], [0.0416, 0.0405, 0.0704], [0.0185, -0.0274, -0.0155]], "lowdin_charge": [-0.10, 0.09, -0.18, -0.17, -0.13, 0.04, -0.28, 0.10, -0.52, -0.18, -0.23, 0.19, 1.02, -0.36, 0.09, 0.08, -0.57, 0.06, 0.13, -0.19, -0.05, -0.09, -0.09, -0.04, -0.20, -0.04, 0.08, 0.07, 0.09, 0.11, 0.10, 0.10, 0.10, 0.14, -0.02, 0.08, 0.08, 0.08, 0.13, 0.15, 0.12, 0.09, 0.09], "lumo_ev": 0.256, "de_lowest_ev": 1.715, "mol_weight_g_mol": 341.436, "smiles": "COCc1cc(C)nc(SCC(=O)Nc2ccccc2C)c1C#N", "total_charge": 0, "orbital_gap_ha": 0.3297}